No. 1
ORCA calculation (the ωB97M-V functional and the def2-TZVPD basis) on a structure of composition C45H46ClIN3O8PtS2Se.

XYZ file:
```
108
Properties=species:S:1:pos:R:3:forces:R:3:mulliken_spin:R:1
Pt 1.3304 -0.4336 0.6790 0.68 0.52 -0.46 0.968
C -1.5431 0.6894 8.2835 0.00 -0.02 -0.07 0.000
C -0.8840 0.0930 7.0662 0.00 0.04 0.02 0.001
C -0.4816 0.8952 6.0044 -0.02 0.00 0.01 0.002
C 0.1286 0.3478 4.8821 -0.08 -0.04 0.06 0.000
C 0.3413 -1.0197 4.8225 0.11 0.05 0.05 -0.010
C -0.0617 -1.8402 5.8697 0.02 0.00 -0.03 0.000
C -0.6732 -1.2825 6.9793 -0.02 -0.01 -0.02 0.000
S 1.1397 -1.7571 3.4110 -0.21 0.13 -0.06 0.023
O 0.0521 -2.2303 2.5629 -0.03 0.05 0.04 0.042
O 2.0327 -2.7553 3.9390 0.17 0.05 0.09 0.007
N 1.8468 -0.5576 2.6489 -0.30 -0.17 0.39 0.043
C 3.2330 -0.1868 2.9275 0.08 -0.26 -0.73 -0.001
C 4.1552 -0.5969 1.7552 -0.09 0.08 0.51 -0.010
O 5.3517 -0.7421 1.9694 -0.24 0.05 -0.34 0.018
O 3.5661 -0.6808 0.6043 -0.09 -0.19 0.01 0.250
H -1.3441 1.7589 8.3535 -0.01 -0.01 0.00 0.000
H -1.1834 0.2131 9.1964 -0.01 0.01 0.00 0.000
H -2.6265 0.5525 8.2447 0.01 0.01 0.01 0.000
H -0.6417 1.9671 6.0570 0.02 -0.03 0.00 0.000
H 0.4434 0.9731 4.0566 0.03 -0.02 0.00 0.000
H 0.1224 -2.9059 5.8077 0.01 0.04 0.03 0.000
H -0.9881 -1.9224 7.7972 0.03 0.01 -0.01 0.000
H 3.6175 -0.6029 3.8542 -0.04 -0.02 0.06 0.004
H 3.3174 0.9058 2.9325 -0.12 0.02 0.32 -0.002
I -4.5432 -4.5369 0.8476 0.10 0.08 -0.01 0.003
C -3.1968 -3.2623 -0.1387 -0.22 -0.05 0.08 0.007
C -3.0223 -1.8951 0.4835 0.02 0.09 -0.13 -0.015
C -1.8132 -1.1163 -0.1269 -0.03 0.09 -0.20 -0.067
C -1.2589 -1.6371 -1.4254 0.08 0.04 0.06 -0.151
C -1.6901 -2.7707 -1.9733 -0.06 -0.13 0.09 -0.024
C -2.6562 -3.6383 -1.2896 0.21 0.09 -0.06 0.001
C -0.1141 -0.9035 -2.0994 0.13 0.14 0.17 -0.018
O -0.1348 -0.7708 -3.3142 0.00 -0.02 -0.06 0.001
O 0.8601 -0.4823 -1.3580 -0.31 -0.05 -0.12 0.151
H -2.8198 -2.0211 1.5479 0.01 0.04 0.03 0.009
H -1.0163 -1.1375 0.6226 0.20 -0.09 0.19 0.235
H -1.2606 -3.0937 -2.9132 -0.02 -0.02 0.02 -0.003
H -2.8804 -4.6064 -1.7186 0.02 0.00 0.03 -0.001
C 5.8097 2.3061 -3.8304 -0.06 0.06 0.00 0.000
C 4.9760 2.9995 -2.7535 0.08 -0.15 -0.02 -0.001
C 4.6002 2.0666 -1.6000 -0.08 0.12 -0.11 0.003
C 3.4491 1.1153 -1.9055 0.02 0.06 -0.09 -0.006
N 2.2019 1.8266 -2.2006 0.14 0.08 -0.03 0.017
C 1.3599 2.3272 -1.2805 0.07 0.03 -0.34 0.045
Se 1.5563 2.2305 0.5631 -0.13 -0.26 0.17 0.267
N 0.3240 2.9047 -1.9283 -0.12 0.01 -0.02 -0.009
C -0.7649 3.6341 -1.2917 0.04 0.08 0.09 -0.004
C -0.3736 5.0232 -0.7995 0.02 0.00 -0.15 0.006
C 0.1234 6.0008 -1.8688 0.12 -0.08 0.02 -0.004
C 1.5791 5.7852 -2.3004 -0.08 0.01 0.02 0.007
C 0.4864 2.7347 -3.2966 -0.06 0.01 0.14 -0.007
C -0.2889 3.1283 -4.3777 -0.04 0.01 -0.04 0.003
C 0.1752 2.7977 -5.6389 0.01 -0.01 0.05 0.004
C 1.3746 2.0969 -5.8107 0.01 0.00 0.04 0.002
C 2.1449 1.7086 -4.7293 0.02 -0.06 -0.07 0.002
C 1.6795 2.0430 -3.4662 0.08 -0.01 0.11 -0.003
H 5.9943 2.9707 -4.6777 0.00 -0.04 0.01 0.000
H 5.3088 1.4126 -4.2131 0.04 0.03 0.02 0.000
H 6.7767 1.9961 -3.4277 -0.03 -0.02 -0.01 0.000
H 4.0697 3.4164 -3.2036 0.01 0.05 0.03 0.001
H 5.5428 3.8447 -2.3559 -0.01 0.03 -0.02 0.000
H 4.3263 2.6506 -0.7197 0.00 -0.02 0.04 0.002
H 5.4618 1.4547 -1.3198 -0.03 0.00 0.07 0.001
H 3.2797 0.4626 -1.0568 0.00 -0.05 -0.02 0.018
H 3.6619 0.4830 -2.7670 -0.05 -0.01 -0.01 0.002
H -1.1190 3.0390 -0.4504 0.06 0.02 -0.05 0.037
H -1.5720 3.6955 -2.0214 -0.01 -0.03 -0.01 0.000
H 0.3904 4.9147 -0.0261 -0.03 0.01 0.05 0.007
H -1.2640 5.4352 -0.3160 0.02 -0.01 0.02 0.000
H 0.0367 7.0098 -1.4590 -0.04 0.01 -0.02 -0.001
H -0.5351 5.9602 -2.7436 0.00 0.05 0.01 0.000
H 2.2136 5.5962 -1.4303 0.00 0.01 -0.03 0.003
H 1.9646 6.6707 -2.8088 0.00 -0.02 -0.01 0.000
H 1.6892 4.9453 -2.9867 0.02 0.00 0.04 -0.002
H -1.2221 3.6594 -4.2459 0.02 0.00 -0.01 0.000
H -0.4048 3.0793 -6.5081 0.00 -0.01 0.01 0.001
H 1.7038 1.8460 -6.8107 -0.01 0.00 0.01 0.001
H 3.0603 1.1495 -4.8677 -0.02 0.03 0.02 0.000
O -9.0559 0.0333 -0.9935 0.01 0.03 -0.05 0.000
C -8.3162 0.4356 0.0684 0.05 0.08 -0.03 0.000
O -8.8200 1.1216 0.9125 0.02 0.00 0.04 0.001
C -6.9009 -0.0456 0.1104 0.00 -0.08 0.00 0.010
C -6.2068 -0.4649 -1.0230 -0.01 0.04 0.00 0.002
C -4.9382 -1.0058 -0.9060 0.05 0.02 -0.11 0.001
C -4.3395 -1.1427 0.3434 -0.10 -0.22 0.06 0.026
S -2.1707 0.6591 -0.2418 0.05 -0.11 0.10 0.915
C -5.0100 -0.6666 1.4638 -0.04 0.02 0.03 0.039
C -6.2761 -0.1173 1.3502 0.02 0.04 0.05 -0.004
H -8.5436 -0.5745 -1.5393 0.00 -0.03 0.02 0.000
H -6.6349 -0.3549 -2.0141 0.00 -0.02 0.00 0.000
H -4.4119 -1.3416 -1.7935 -0.01 -0.03 0.05 -0.001
H -4.5385 -0.7391 2.4369 -0.01 -0.03 -0.02 0.001
H -6.8065 0.2475 2.2205 0.00 -0.04 -0.02 0.000
Cl 0.0942 -9.1829 0.1182 0.00 -0.01 0.00 0.018
C 0.6945 -7.5474 0.0864 0.06 0.06 -0.02 0.214
C 1.9045 -7.2760 -0.5456 -0.01 -0.03 -0.01 -0.100
C 2.3779 -5.9828 -0.5761 0.01 0.05 0.01 0.215
C 1.6567 -4.9181 0.0231 -0.01 -0.08 -0.05 -0.027
C 2.1138 -3.5984 -0.0201 -0.05 0.01 0.05 0.283
C 0.4340 -5.2424 0.6676 -0.01 0.11 0.01 0.149
C -0.0398 -6.5345 0.6961 -0.06 -0.04 0.00 -0.114
H 2.4600 -8.0822 -1.0064 0.00 0.01 0.00 -0.004
H 3.3191 -5.7617 -1.0659 -0.02 -0.03 0.01 0.010
H 3.0490 -3.3111 -0.4800 -0.03 -0.02 0.01 -0.017
H 1.5170 -2.8204 0.4475 0.08 -0.14 -0.02 0.475
H -0.1168 -4.4455 1.1556 0.00 -0.02 0.00 0.059
H -0.9749 -6.7721 1.1871 0.02 0.02 0.00 -0.006
```
Forces are in eV/Å.

- E_tot (Ha) = -6583.6281
- relative energy (zero: lowest compared OMol25 entry of this formula, charge and spin) (kcal/mol) = 4.9
- orbital gap (alpha / beta) (eV) = 6.65 / 5.66
- 2S+1 = 5
- net charge = -1
- E_HOMO (alpha / beta) (eV) = -4.855 / -5.630

=====

No. 2
ORCA calculation (the ωB97M-V functional and the def2-TZVPD basis) on a structure of composition C45H46N7O3RuSi.

XYZ file:
```
103
Properties=species:S:1:pos:R:3:forces:R:3:lowdin_charge:R:1
Ru -0.6418 0.0180 0.5661 3.32 0.12 -0.20 1.248
C -1.5526 -3.8064 -4.9119 -0.08 -0.08 -0.06 -0.050
O -0.1686 -3.9518 -5.2381 0.04 0.19 0.07 -0.077
C 0.6669 -4.4259 -4.2677 -0.10 -0.12 0.00 -0.238
C 1.4494 -5.5321 -4.5712 0.01 -0.06 -0.06 0.015
C 2.3270 -6.0560 -3.6392 -0.01 0.04 0.05 -0.062
C 2.4493 -5.4588 -2.3907 -0.03 -0.05 -0.01 -0.070
C 1.7077 -4.3293 -2.0955 0.05 0.08 -0.01 -0.025
C 0.8093 -3.8078 -3.0256 -0.07 -0.10 0.08 -0.159
N 0.1013 -2.5969 -2.7856 0.18 -0.04 -0.10 0.169
C -0.3643 -2.1665 -1.5888 -0.18 0.10 -0.27 -0.353
N -0.6524 -3.1295 -0.7077 0.10 -0.32 0.17 0.169
C -1.0792 -3.0373 0.6108 0.06 0.22 -0.31 -0.161
C -1.2458 -1.8457 1.3114 -0.65 0.63 -0.67 -0.120
C -1.6745 -1.9566 2.6399 -0.12 0.06 0.12 -0.126
C -1.9260 -3.1797 3.2281 0.16 -0.01 0.04 -0.053
C -1.7302 -4.3597 2.5221 -0.05 0.01 0.01 0.015
C -1.2928 -4.2906 1.2175 0.10 0.08 0.19 -0.223
O -1.0591 -5.3707 0.4203 -0.04 -0.03 -0.02 -0.099
C -0.4218 -6.5020 1.0187 0.06 -0.08 -0.02 -0.033
N -0.6155 -0.8969 -1.3580 0.14 0.44 0.56 0.002
C -0.3171 -0.0275 -2.4578 0.08 -0.13 -0.18 -0.282
C 0.9958 0.4286 -2.6180 -0.06 0.01 -0.02 -0.064
C 1.3601 1.2302 -3.6790 0.02 -0.01 0.00 -0.067
C 0.4052 1.5551 -4.6393 0.01 0.05 0.07 -0.056
C -0.8880 1.0971 -4.5063 -0.09 0.06 -0.06 0.013
C -1.2792 0.3190 -3.4135 0.03 0.00 0.10 -0.243
O -2.5866 -0.0559 -3.4302 0.07 -0.14 -0.02 -0.064
C -3.2815 -0.4295 -2.2481 -0.04 -0.02 0.00 -0.055
H -2.0960 -3.9274 -5.8455 0.00 0.01 0.00 0.097
H -1.7775 -2.8227 -4.4973 0.01 0.00 -0.01 0.070
H -1.8751 -4.5801 -4.2115 0.05 0.00 0.01 0.102
H 1.3457 -5.9721 -5.5543 -0.03 -0.01 0.02 0.129
H 2.9162 -6.9291 -3.8850 0.00 0.01 -0.01 0.112
H 3.1370 -5.8551 -1.6561 0.02 0.03 -0.02 0.111
H 1.8579 -3.8190 -1.1517 -0.01 -0.01 0.00 0.119
H 0.1397 -1.9160 -3.5297 0.08 0.09 0.07 0.151
H -0.5153 -4.0859 -1.0120 0.04 0.01 -0.05 0.139
H -1.8119 -1.0916 3.2618 0.06 -0.06 -0.02 0.046
H -2.2654 -3.2167 4.2547 0.03 -0.01 0.00 0.117
H -1.9285 -5.3109 2.9955 0.02 -0.02 -0.05 0.122
H -1.0020 -6.9114 1.8439 -0.05 0.01 -0.03 0.086
H 0.5769 -6.2338 1.3677 -0.02 0.04 0.04 0.106
H -0.3426 -7.2480 0.2339 -0.01 0.00 0.00 0.099
H 1.7217 0.1316 -1.8729 0.02 -0.01 -0.02 0.097
H 2.3766 1.5899 -3.7666 0.00 -0.03 -0.02 0.112
H 0.6716 2.1778 -5.4827 -0.02 -0.03 -0.02 0.114
H -1.6444 1.3342 -5.2432 0.00 0.02 0.02 0.129
H -4.3325 -0.4366 -2.5241 -0.01 0.05 0.01 0.101
H -3.1195 0.2961 -1.4479 -0.01 0.01 -0.02 0.071
H -3.0014 -1.4213 -1.8954 0.00 -0.01 -0.02 0.080
C -0.9591 1.9091 -0.3534 -0.74 -1.06 -0.45 -0.208
Si -0.1127 3.2794 0.6422 -0.20 0.07 1.11 0.662
C -0.9850 2.9277 2.2929 0.26 0.30 -0.33 -0.217
N -1.1698 1.4688 2.4469 0.71 -1.11 -0.39 -0.239
C -2.5260 1.1392 2.9559 -0.07 0.16 0.13 -0.176
C -2.6773 1.2160 4.4947 0.09 0.14 -0.08 -0.145
C -1.3662 1.5552 5.2040 -0.01 -0.17 0.00 -0.181
C -0.2764 0.6221 4.6902 -0.07 0.22 0.00 -0.150
C -0.0180 0.8498 3.1926 -0.14 0.00 0.71 -0.195
C 1.7284 3.2077 0.9177 -0.02 -0.25 -0.45 -0.276
C 2.3023 3.8274 2.0313 -0.07 0.00 0.00 -0.096
C 3.6779 3.8573 2.1990 0.01 0.03 0.00 -0.072
C 4.5059 3.2525 1.2623 -0.06 0.03 0.01 -0.072
C 3.9533 2.6273 0.1540 0.03 0.01 -0.13 -0.078
C 2.5764 2.6165 -0.0233 -0.02 0.14 0.10 -0.113
C -0.6264 4.9748 0.0576 0.02 -0.22 -0.29 -0.242
C -1.9780 5.3355 0.0385 0.07 -0.02 -0.01 -0.101
C -2.3692 6.6045 -0.3565 -0.05 -0.01 0.02 -0.076
C -1.4121 7.5326 -0.7482 0.02 -0.07 0.02 -0.069
C -0.0698 7.1801 -0.7636 0.01 0.05 0.00 -0.070
C 0.3213 5.9103 -0.3642 -0.02 -0.05 0.02 -0.081
H -0.7274 1.9782 -1.4141 -0.16 -0.20 0.00 0.015
H -2.0495 2.0167 -0.2411 0.03 0.36 0.09 0.037
H -1.9544 3.4257 2.2718 -0.03 -0.05 0.07 0.087
H -0.4230 3.3531 3.1270 -0.11 -0.06 0.11 0.086
H -2.8130 0.1586 2.5896 -0.10 0.10 -0.02 0.078
H -3.2144 1.8396 2.4870 0.05 0.02 -0.08 0.115
H -3.0197 0.2456 4.8630 -0.06 0.02 0.02 0.113
H -3.4439 1.9477 4.7477 -0.04 -0.05 0.03 0.114
H -1.4938 1.4175 6.2774 -0.01 0.05 0.01 0.119
H -1.0890 2.5987 5.0487 -0.02 0.01 0.01 0.106
H -0.6017 -0.4068 4.8661 0.05 -0.02 0.01 0.106
H 0.6592 0.7528 5.2333 0.02 -0.01 -0.02 0.121
H 0.2504 -0.1136 2.7495 0.03 0.08 0.15 0.060
H 0.8394 1.5085 3.0588 -0.01 0.01 -0.13 0.107
H 1.6703 4.3036 2.7744 0.03 0.02 0.00 0.106
H 4.1042 4.3560 3.0593 0.01 -0.05 0.02 0.112
H 5.5793 3.2739 1.3955 0.00 -0.03 0.01 0.113
H 4.5956 2.1571 -0.5810 0.01 0.01 0.01 0.112
H 2.1473 2.1504 -0.9034 0.07 -0.01 0.00 0.075
H -2.7342 4.6161 0.3389 -0.03 0.04 -0.01 0.096
H -3.4188 6.8691 -0.3604 0.02 0.02 0.01 0.107
H -1.7142 8.5301 -1.0392 0.00 -0.02 -0.04 0.109
H 0.6743 7.8959 -1.0884 0.00 0.01 0.03 0.109
H 1.3719 5.6423 -0.3717 0.00 0.04 0.00 0.102
N 1.3907 -0.3004 0.5512 -2.78 0.79 0.42 0.099
C 2.4609 -0.4076 1.0069 0.49 -0.31 0.06 -0.141
C 3.7084 -0.5249 1.5367 -0.18 0.03 -0.07 -0.242
C 3.9580 0.1673 2.7532 -0.05 0.08 0.11 -0.211
N 4.0870 0.7399 3.7448 0.00 -0.05 -0.09 0.176
C 4.6912 -1.3128 0.8803 0.03 -0.09 -0.05 -0.211
N 5.4636 -1.9597 0.3228 -0.06 0.05 0.03 0.160
```
Forces are in eV/Å.

- E_tot (Ha) = -2735.4177
- orbital gap (alpha / beta) (eV) = 5.49 / 5.50
- 2S+1 = 1
- net charge = +1
- E_HOMO (alpha / beta) (eV) = -10.823 / -10.825

=====

Q: Look up the 2S+1 of the first one.
A: 5

=====

Q: 2S+1 of number 1 (C45H46ClIN3O8PtS2Se)?
A: 5